(1)
{
  "formula": "C10H16N2O2PRuS5",
  "method": "ωB97M-V/def2-TZVPD",
  "elements": ["Ru", "S", "C", "S", "S", "C", "C", "O", "P", "S", "S", "O", "C", "C", "H", "H", "H", "H", "H", "H", "H", "H", "H", "H", "N", "C", "C", "C", "C", "C", "N", "H", "H", "H", "H", "H", "H"],
  "positions_angstrom": [[1.3025, 0.5462, -1.3151], [3.7463, 3.6743, -1.0442], [2.8558, 2.5765, -1.9190], [3.5841, 1.0958, -2.4521], [1.2308, 2.8589, -2.4249], [-3.2639, -0.4492, 3.0120], [-1.8264, -0.5978, 2.5523], [-1.7663, -0.3981, 1.1323], [-0.9442, 0.7552, 0.4417], [-1.3115, 0.5271, -1.5169], [0.9924, 0.7144, 1.1402], [-1.6387, 2.0723, 1.0150], [-1.2469, 3.3722, 0.5509], [-1.5945, 4.3831, 1.6247], [-3.3211, -0.5651, 4.0907], [-3.8851, -1.2041, 2.5363], [-3.6390, 0.5336, 2.7373], [-1.4536, -1.6105, 2.7302], [-1.1727, 0.1202, 3.0534], [-1.7854, 3.5831, -0.3777], [-0.1700, 3.3786, 0.3475], [-2.6613, 4.3568, 1.8330], [-1.3221, 5.3765, 1.2806], [-1.0579, 4.1643, 2.5452], [3.1874, -1.8016, -0.5940], [2.2019, -2.4559, -1.2460], [2.1074, -3.8582, -1.2044], [1.0684, -4.4769, -1.8557], [0.1411, -3.6974, -2.5468], [0.2956, -2.3280, -2.5450], [1.3041, -1.7161, -1.9190], [3.9619, -2.3058, -0.1993], [3.3249, -0.8159, -0.8046], [2.8486, -4.4174, -0.6555], [0.9851, -5.5550, -1.8508], [-0.6837, -4.1512, -3.0703], [-0.3954, -1.6845, -3.0802]],
  "lumo_energy_ev": [-1.74, -1.77],
  "total_charge": 0,
  "e_homo_ha": [-0.2740, -0.2711],
  "spin_multiplicity": 2,
  "gap_ev": [5.7141, 5.6090]
}

(2)
{
  "formula": "C6H8O6Sn",
  "method": "ωB97M-V/def2-TZVPD",
  "elements": ["H", "O", "C", "O", "O", "Sn", "C", "C", "C", "C", "O", "C", "O", "O", "H", "H", "H", "H", "H", "H", "H"],
  "positions_angstrom": [[1.1358, -0.4308, -1.7052], [4.6452, 1.6219, -0.7908], [3.8538, 0.6698, -0.9804], [4.2636, -0.4753, -1.2967], [2.5454, 0.9016, -0.7575], [5.9148, 0.3178, -1.2562], [1.7143, -0.1896, -0.6725], [0.3619, 0.0862, -0.2590], [-0.4747, -0.9644, 0.2954], [-1.9848, -0.7967, 0.2353], [-2.3528, 0.3667, 0.9638], [-3.6555, 0.6084, 1.0715], [-4.5337, -0.0724, 0.6049], [-3.8189, 1.6977, 1.8042], [2.1789, -1.0935, -0.2476], [0.0544, 1.1347, -0.1517], [-0.1388, -0.8848, 1.3633], [-0.1758, -1.9660, -0.0402], [-2.4526, -1.6813, 0.6821], [-2.3186, -0.7066, -0.8061], [-4.7619, 1.8564, 1.9433]],
  "relative_energy_kcal_mol": 52.6,
  "lumo_energy_ev": -9.85,
  "total_charge": 2,
  "e_homo_ha": -0.5937,
  "spin_multiplicity": 1,
  "gap_ev": 6.3025
}

(3)
{
  "formula": "C50H49N7O2STeTi",
  "method": "ωB97M-V/def2-TZVPD",
  "elements": ["Ti", "N", "C", "S", "N", "N", "C", "C", "C", "C", "C", "C", "C", "O", "H", "H", "H", "H", "H", "H", "H", "C", "C", "C", "C", "C", "C", "N", "C", "C", "C", "C", "C", "N", "C", "C", "C", "C", "C", "C", "N", "H", "H", "H", "H", "H", "H", "H", "H", "H", "H", "H", "H", "H", "H", "H", "C", "C", "C", "C", "C", "C", "Te", "N", "C", "O", "C", "C", "C", "C", "C", "C", "C", "C", "C", "C", "C", "C", "C", "C", "C", "C", "C", "C", "H", "H", "H", "H", "H", "H", "H", "H", "H", "H", "H", "H", "H", "H", "H", "H", "H", "H", "H", "H", "H", "H", "H", "H", "H", "H", "H"],
  "positions_angstrom": [[0.4386, 1.1260, -1.3567], [4.7531, 1.5465, -0.5436], [3.4589, 1.4984, -0.9284], [2.2069, 1.7351, 0.2532], [3.2018, 1.2322, -2.1809], [1.9433, 1.5037, -2.5919], [1.3146, 0.6383, -3.3935], [1.8236, -0.7503, -3.3782], [2.4790, -1.3838, -4.4215], [3.0896, -2.6156, -4.2145], [3.0634, -3.1808, -2.9486], [2.3947, -2.5616, -1.8970], [1.7413, -1.3577, -2.1134], [0.9886, -0.7371, -1.1570], [4.9607, 1.4906, 0.4358], [5.4563, 1.2516, -1.2020], [0.6829, 1.0405, -4.1756], [2.5305, -0.8969, -5.3894], [3.6135, -3.1065, -5.0248], [3.5680, -4.1244, -2.7686], [2.3895, -3.0069, -0.9112], [3.9603, 4.5827, -4.2922], [3.4199, 4.7756, -2.9000], [4.2081, 5.3154, -1.8859], [3.6668, 5.4813, -0.6250], [2.3553, 5.1015, -0.3991], [1.6459, 4.5613, -1.4583], [2.1536, 4.4125, -2.6809], [0.1873, 4.2412, -1.3471], [-0.6106, 5.2811, -0.9025], [-1.9761, 5.2160, -1.0600], [-2.5102, 4.1201, -1.6980], [-1.6819, 3.0718, -2.0452], [-0.3483, 3.0852, -1.8316], [-2.2335, 1.8694, -2.7082], [-3.4107, 1.9754, -3.4280], [-3.9263, 0.8544, -4.0416], [-3.2360, -0.3305, -3.9157], [-2.0423, -0.3729, -3.2057], [-1.3207, -1.6817, -3.1258], [-1.5332, 0.7245, -2.5996], [4.2081, 5.5430, -4.7503], [4.8704, 3.9770, -4.2759], [3.2132, 4.0820, -4.9043], [5.2324, 5.6032, -2.0917], [4.2626, 5.8936, 0.1812], [1.9023, 5.1853, 0.5818], [-0.1373, 6.1602, -0.4877], [-2.6144, 6.0245, -0.7247], [-3.5745, 4.0523, -1.8691], [-3.9032, 2.9310, -3.5244], [-4.8455, 0.9055, -4.6123], [-3.6052, -1.2378, -4.3751], [-0.9721, -1.8682, -2.1209], [-0.4486, -1.6838, -3.7784], [-1.9763, -2.4955, -3.4319], [3.1129, -6.1136, 2.5813], [2.3716, -4.9102, 2.0623], [2.6439, -3.6353, 2.5288], [1.9311, -2.5181, 2.1017], [2.3291, -1.1735, 2.6366], [0.9112, -2.6997, 1.1676], [-0.6907, -1.3401, 0.7067], [-0.6081, 0.6337, 0.2647], [-1.7155, 1.3738, 0.6784], [-1.6762, 2.5892, 0.7140], [-3.0119, 0.7231, 1.1086], [-3.7111, -0.1293, 0.2556], [-4.9447, -0.6466, 0.6345], [-5.4792, -0.3208, 1.8720], [-4.7946, 0.5492, 2.7163], [-3.5799, 1.0845, 2.3271], [-1.2126, -1.1121, 2.7725], [-1.9885, -2.1783, 3.2676], [-2.3120, -3.4045, 2.4413], [-2.4765, -2.1178, 4.5637], [-2.2293, -1.0289, 5.3843], [-2.7820, -0.9578, 6.7835], [-1.4550, 0.0040, 4.8769], [-0.9432, 0.0045, 3.5815], [-0.2005, 1.2546, 3.1694], [0.6493, -3.9735, 0.6172], [-0.3272, -4.2416, -0.5108], [1.3886, -5.0511, 1.0880], [3.9793, -5.8227, 3.1744], [3.4495, -6.7511, 1.7624], [2.4562, -6.7141, 3.2146], [3.4448, -3.4892, 3.2475], [3.3869, -1.1745, 2.9020], [1.7642, -0.9350, 3.5392], [2.1697, -0.3933, 1.8976], [-3.3109, -0.3624, -0.7221], [-5.4864, -1.2991, -0.0401], [-6.4370, -0.7273, 2.1726], [-5.2158, 0.8140, 3.6794], [-3.0517, 1.7772, 2.9721], [-2.8961, -3.1438, 1.5532], [-2.9001, -4.1154, 3.0203], [-1.3997, -3.9156, 2.1211], [-3.0688, -2.9468, 4.9401], [-3.4439, -1.7971, 6.9939], [-3.3432, -0.0335, 6.9280], [-1.9751, -0.9657, 7.5186], [-1.2429, 0.8643, 5.5067], [0.4450, 1.5876, 3.9832], [-0.8995, 2.0676, 2.9551], [0.4085, 1.1200, 2.2909], [-0.0602, -3.6557, -1.3915], [-1.3630, -4.0237, -0.2484], [-0.2796, -5.2921, -0.7901], [1.1929, -6.0341, 0.6700]],
  "relative_energy_kcal_mol": 45.8,
  "lumo_energy_ev": [-2.89, -3.06],
  "total_charge": 1,
  "e_homo_ha": [-0.3539, -0.3591],
  "spin_multiplicity": 2,
  "gap_ev": [6.7393, 6.7125]
}

(4)
{
  "formula": "C2H12N2O2",
  "method": "ωB97M-V/def2-TZVPD",
  "elements": ["C", "C", "N", "N", "H", "H", "H", "H", "H", "H", "H", "H", "H", "H", "O", "H", "H", "O"],
  "positions_angstrom": [[-0.5965, 0.6877, 1.4598], [-1.0387, -0.7839, 1.1080], [0.1486, -1.6618, 1.0332], [-0.0351, 1.4883, 0.3263], [-1.5391, 1.1136, 1.7721], [0.1646, 0.6328, 2.2379], [-1.6375, -1.1202, 2.0024], [-1.5997, -0.7199, 0.1941], [0.9431, -0.9665, 1.1195], [0.3238, -2.0686, 0.0676], [-0.7457, 1.4813, -0.5162], [0.2176, 2.4636, 0.6317], [0.7271, -2.2964, -2.1988], [0.5693, -0.7105, -1.6296], [0.1885, -1.3709, -2.2280], [0.8739, 1.1100, -1.1199], [1.3410, 1.6465, -2.4735], [1.6951, 1.0751, -1.7865]],
  "smiles": "NCCN.O.O",
  "relative_energy_kcal_mol": 38.8,
  "lumo_energy_ev": 0.68,
  "total_charge": 0,
  "e_homo_ha": -0.3502,
  "spin_multiplicity": 1,
  "gap_ev": 10.2067
}

(5)
{
  "formula": "C6H10ClPS2",
  "method": "ωB97M-V/def2-TZVPD",
  "elements": ["C", "C", "C", "C", "C", "C", "P", "S", "S", "Cl", "H", "H", "H", "H", "H", "H", "H", "H", "H", "H"],
  "positions_angstrom": [[0.8466, 2.7921, -0.5776], [1.4304, 1.6395, -0.1633], [-0.6882, 2.7873, -0.5796], [-1.2084, 1.6136, 0.2884], [0.7494, -3.1113, 0.3101], [-0.6608, -3.2857, -0.0543], [0.2146, 0.4499, 0.3660], [0.6212, 0.1906, 2.2819], [1.6642, -2.7827, -1.1899], [-1.4729, -1.6783, -0.1483], [1.4546, 3.6685, -0.9906], [2.4019, 1.3193, -0.1757], [-1.1254, 3.7378, -0.1548], [-0.9483, 2.7360, -1.6324], [-1.3554, 2.0608, 1.3418], [-2.1718, 1.3782, -0.1878], [0.7451, -2.2115, 0.9255], [1.3425, -3.8962, 0.6834], [-0.7787, -3.4918, -1.1051], [-1.0606, -3.9160, 0.7624]],
  "relative_energy_kcal_mol": 61.9,
  "lumo_energy_ev": [-2.00, -1.63],
  "total_charge": 0,
  "e_homo_ha": [-0.2893, -0.3074],
  "spin_multiplicity": 1,
  "gap_ev": [5.8663, 6.7352]
}

(6)
{
  "formula": "C38H48N4O2OsP2Si2",
  "method": "ωB97M-V/def2-TZVPD",
  "elements": ["Os", "C", "N", "P", "C", "C", "C", "C", "C", "C", "C", "C", "C", "C", "C", "C", "P", "C", "C", "C", "C", "C", "C", "C", "C", "C", "C", "C", "C", "H", "H", "H", "H", "H", "H", "H", "H", "H", "H", "H", "H", "H", "H", "H", "H", "H", "H", "H", "H", "H", "H", "H", "N", "N", "C", "O", "O", "H", "H", "H", "C", "Si", "C", "C", "C", "C", "C", "C", "C", "C", "N", "Si", "C", "C", "C", "H", "H", "H", "H", "H", "H", "H", "H", "H", "H", "H", "H", "H", "H", "H", "H", "H", "H", "H", "H", "H", "H"],
  "positions_angstrom": [[-0.2342, 0.0688, 0.0108], [3.7710, 2.4919, 0.4016], [2.5681, 1.6456, 0.4779], [2.5045, -0.0413, 0.4346], [2.5051, -0.5476, 2.1718], [3.1173, 0.2564, 3.1356], [3.1074, -0.1315, 4.4676], [2.4810, -1.3132, 4.8462], [1.8700, -2.1147, 3.8913], [1.8742, -1.7330, 2.5566], [4.1028, -0.4184, -0.2664], [5.0447, -1.1721, 0.4330], [6.2840, -1.4058, -0.1445], [6.5647, -0.9201, -1.4144], [5.6109, -0.1944, -2.1241], [4.3723, 0.0454, -1.5601], [1.0682, 2.1493, -0.0497], [1.2232, 2.8024, -1.7204], [1.7734, 4.0657, -1.9564], [1.8846, 4.5304, -3.2569], [1.4506, 3.7481, -4.3205], [0.9051, 2.4925, -4.0917], [0.7923, 2.0229, -2.7928], [0.6950, 3.5640, 0.9845], [1.2628, 3.6748, 2.2586], [0.9534, 4.7587, 3.0615], [0.0555, 5.7205, 2.6094], [-0.5250, 5.6042, 1.3552], [-0.2117, 4.5275, 0.5412], [4.5976, 2.0173, 0.9266], [3.5678, 3.4530, 0.8714], [4.0768, 2.6698, -0.6298], [3.6169, 1.1733, 2.8468], [3.5994, 0.4848, 5.2088], [2.4804, -1.6135, 5.8856], [1.3965, -3.0421, 4.1869], [1.4115, -2.3721, 1.8148], [4.8203, -1.5520, 1.4217], [7.0309, -1.9675, 0.4002], [7.5325, -1.1117, -1.8590], [5.8369, 0.1770, -3.1144], [3.6176, 0.6002, -2.1104], [2.0914, 4.6898, -1.1305], [2.3010, 5.5119, -3.4420], [1.5320, 4.1225, -5.3324], [0.5614, 1.8889, -4.9214], [0.3442, 1.0551, -2.5997], [1.9594, 2.9218, 2.6133], [1.4086, 4.8550, 4.0385], [-0.1955, 6.5601, 3.2442], [-1.2344, 6.3455, 1.0135], [-0.6809, 4.4278, -0.4291], [-0.2864, 0.6759, 2.2251], [-1.3598, 1.5612, 2.3683], [-1.9091, 2.1726, 1.2675], [-2.7044, 3.0656, 1.3644], [-1.4774, 1.6470, 0.1399], [-0.4727, -0.1376, 2.8088], [0.5893, 1.1168, 2.5062], [-1.5295, 1.9885, 3.2664], [-1.2321, -1.4525, -2.8877], [-2.5972, -1.2592, -1.6027], [-3.7595, -2.6981, -1.8739], [-3.5075, 0.3490, -1.7675], [-1.7988, -1.5296, 0.1580], [-0.7131, -2.5028, 0.0098], [-0.7234, -3.8887, 0.1939], [0.3815, -4.6161, -0.1931], [1.4823, -3.9636, -0.7618], [1.4694, -2.5964, -0.8357], [0.4014, -1.8829, -0.4298], [-2.9914, -1.7142, 1.6341], [-4.0661, -3.2404, 1.5180], [-4.1446, -0.2507, 1.6817], [-1.9312, -1.9179, 3.1853], [-1.6242, -1.1575, -3.8641], [-0.9189, -2.4977, -2.9541], [-0.3254, -0.8581, -2.7159], [-3.9714, -2.7864, -2.9439], [-4.7142, -2.5397, -1.3715], [-3.3366, -3.6475, -1.5390], [-3.8226, 0.4690, -2.8080], [-2.9160, 1.2194, -1.4919], [-4.4056, 0.3538, -1.1477], [-1.6076, -4.3671, 0.5903], [0.3948, -5.6926, -0.0798], [2.3336, -4.5114, -1.1388], [2.3153, -2.0503, -1.2326], [-4.6688, -3.2686, 0.6128], [-4.7582, -3.2139, 2.3658], [-3.5111, -4.1784, 1.5901], [-5.0124, -0.4480, 1.0475], [-3.6991, 0.6821, 1.3472], [-4.5227, -0.0901, 2.6949], [-0.9002, -2.2065, 2.9595], [-2.3497, -2.6954, 3.8272], [-1.9215, -1.0053, 3.7934]],
  "lumo_energy_ev": -7.28,
  "total_charge": 2,
  "e_homo_ha": -0.4956,
  "spin_multiplicity": 1,
  "gap_ev": 6.2022
}

(7)
{
  "formula": "C25H45NP2SeV",
  "method": "ωB97M-V/def2-TZVPD",
  "elements": ["V", "C", "C", "C", "C", "C", "C", "H", "H", "H", "C", "H", "H", "H", "C", "H", "H", "H", "C", "H", "H", "H", "C", "H", "H", "H", "C", "C", "C", "C", "C", "C", "C", "C", "H", "H", "H", "H", "H", "H", "H", "H", "H", "H", "H", "H", "P", "C", "H", "H", "H", "C", "H", "H", "H", "C", "H", "H", "H", "P", "C", "H", "H", "H", "C", "H", "H", "H", "C", "H", "H", "H", "Se", "C", "N"],
  "positions_angstrom": [[0.3370, -0.1651, 0.1940], [0.7409, -2.1550, 0.6407], [1.2118, -1.9583, -0.6948], [2.3206, -0.4286, 0.6650], [1.4974, -1.2734, 1.5085], [2.1489, -0.8780, -0.6870], [-0.0662, -3.3257, 1.0950], [-0.7812, -3.6001, 0.3130], [-0.6065, -3.1049, 2.0184], [0.5748, -4.2008, 1.2716], [1.6538, -1.5074, 2.9677], [0.9957, -2.3179, 3.2929], [1.4462, -0.6278, 3.5618], [2.6745, -1.8428, 3.1907], [3.2996, 0.6183, 1.0578], [4.3206, 0.2165, 1.0891], [3.0646, 1.0426, 2.0393], [3.2961, 1.4229, 0.3061], [3.0991, -0.5699, -1.7996], [3.9830, -1.2357, -1.7384], [3.4755, 0.4596, -1.7419], [2.6392, -0.7314, -2.7905], [1.1510, -3.0447, -1.7240], [1.8068, -3.9006, -1.4452], [1.4825, -2.7031, -2.7135], [0.1305, -3.4440, -1.8211], [-2.5149, -0.4516, -2.6862], [-2.1364, -1.7329, -2.5615], [-2.1768, -2.6831, -3.7322], [-1.1005, -2.4955, -4.8436], [-0.1670, -1.3225, -4.6601], [-0.5820, -0.0650, -4.8074], [-2.0127, 0.2652, -5.1567], [-3.0378, 0.0831, -3.9999], [-3.1691, -2.6302, -4.2200], [-1.6297, -2.4071, -5.8123], [-2.0620, -3.7099, -3.3433], [-3.8370, -0.5833, -4.3769], [-2.5531, 0.2565, -1.8439], [-1.8594, -2.1919, -1.5994], [-3.4953, 1.0704, -3.8126], [-2.0529, 1.3137, -5.4988], [0.1067, 0.7945, -4.7782], [-2.3479, -0.3530, -6.0120], [-0.4968, -3.4168, -4.9086], [0.8879, -1.5831, -4.4855], [-2.1131, -0.2732, 1.4684], [-1.8074, -0.6014, 3.2573], [-2.7748, -0.5502, 3.7812], [-1.1115, 0.1413, 3.6738], [-1.3905, -1.6111, 3.3867], [-3.1603, 1.2411, 1.5716], [-3.9300, 1.1025, 2.3498], [-3.6481, 1.4219, 0.6008], [-2.5278, 2.1030, 1.8359], [-3.3448, -1.5859, 1.1284], [-3.8522, -1.3835, 0.1737], [-4.0828, -1.6098, 1.9466], [-2.8337, -2.5594, 1.0753], [0.2997, 2.3451, -1.0087], [1.6796, 2.5030, -2.2113], [1.4955, 3.3533, -2.8849], [1.7855, 1.5726, -2.7901], [2.6052, 2.6957, -1.6423], [-1.1748, 3.1594, -1.7608], [-1.3311, 2.8148, -2.7956], [-1.0231, 4.2528, -1.7465], [-2.0561, 2.9152, -1.1425], [0.8073, 3.6932, 0.1467], [1.0436, 4.5890, -0.4466], [1.6929, 3.3684, 0.7145], [-0.0241, 3.8952, 0.8399], [1.3427, 2.1597, 4.3431], [0.6188, 1.7823, 2.7745], [0.1777, 1.4020, 1.7291]],
  "lumo_energy_ev": [-4.20, -3.58],
  "total_charge": 1,
  "e_homo_ha": [-0.3869, -0.3881],
  "spin_multiplicity": 3,
  "gap_ev": [6.3262, 6.9827]
}

(8)
{
  "formula": "C5H5NO",
  "method": "ωB97M-V/def2-TZVPD",
  "elements": ["N", "C", "C", "O", "C", "C", "C", "H", "H", "H", "H", "H"],
  "positions_angstrom": [[2.6598, 1.3079, 0.4099], [1.9044, 0.4437, 0.2669], [0.9116, -0.6442, 0.1791], [0.0702, -0.5674, 1.3605], [-1.0679, -0.2697, 0.5806], [-0.9297, 0.8019, -0.4281], [-0.2526, -0.4736, -0.7787], [1.4148, -1.6107, 0.1063], [-2.0216, -0.4807, 1.0803], [-1.8589, 0.9461, -0.9711], [-0.3587, 1.6987, -0.2262], [-0.4371, -1.1476, -1.6080]],
  "smiles": "N#C[C@H]1O[C@H]2C[C@H]21",
  "relative_energy_kcal_mol": 68.1,
  "lumo_energy_ev": 0.86,
  "total_charge": 0,
  "e_homo_ha": -0.3509,
  "spin_multiplicity": 1,
  "gap_ev": 10.4093
}